(1)
{
  "formula": "C5H12O2",
  "method": "wB97M-V/def2-TZVPD",
  "homo_lumo_gap_ev": 10.40,
  "smiles": "C=CCC.C=O.O",
  "symbols": ["C", "C", "C", "O", "C", "C", "O", "H", "H", "H", "H", "H", "H", "H", "H", "H", "H", "H", "H"],
  "positions_angstrom": [[-1.01272, -2.16529, 0.52682], [-0.90290, -1.38760, -0.78610], [-1.01486, 0.10608, -0.61995], [1.63455, -0.43873, 1.37573], [-0.43845, 1.01098, -1.40786], [1.21533, 2.61280, 0.66779], [2.34788, 2.19688, 0.58489], [-1.00530, -3.24432, 0.34022], [-0.19438, -1.91859, 1.20972], [-1.95381, -1.92519, 1.03590], [-1.71024, -1.71131, -1.45806], [0.03389, -1.63096, -1.30635], [-1.66310, 0.44443, 0.19122], [1.60129, -0.78179, 0.47470], [-0.62052, 2.07657, -1.28308], [0.21607, 0.72533, -2.22954], [0.43143, 2.06584, 1.21806], [0.91897, 3.56606, 0.19112], [2.11686, 0.39881, 1.27476]],
  "atomic_forces_ev_per_a": [[-0.016, -0.017, 0.066], [0.008, -0.007, -0.069], [0.014, 0.141, -0.167], [0.145, 0.039, -0.103], [-0.113, -0.116, 0.071], [0.366, -0.047, -0.027], [-0.499, 0.231, 0.068], [0.025, 0.165, 0.035], [-0.173, -0.061, -0.094], [0.126, -0.033, -0.079], [0.098, 0.037, 0.088], [-0.140, 0.039, 0.056], [0.073, -0.038, -0.127], [-0.016, 0.032, 0.127], [0.008, -0.181, -0.002], [-0.082, 0.005, 0.122], [0.112, 0.015, -0.025], [0.067, -0.093, 0.048], [-0.004, -0.111, 0.010]]
}

(2)
{
  "formula": "C4H7NO",
  "method": "wB97M-V/def2-TZVPD",
  "homo_lumo_gap_ev": 11.47,
  "smiles": "C[C@@H](O)CC#N",
  "symbols": ["C", "C", "O", "C", "C", "N", "H", "H", "H", "H", "H", "H", "H"],
  "positions_angstrom": [[-1.15707, -0.82840, 0.08447], [-0.35551, 0.44220, 0.05483], [-0.93788, 1.49224, 0.79673], [1.13273, 0.35488, 0.33764], [1.75912, -0.61934, -0.54993], [2.20537, -1.40480, -1.27203], [-2.20697, -0.61793, -0.14622], [-0.74479, -1.50670, -0.66388], [-1.11562, -1.29492, 1.07106], [-0.42641, 0.85873, -1.07723], [-1.02290, 1.70299, -0.20415], [1.29356, 0.07558, 1.38193], [1.57637, 1.34547, 0.18678]],
  "atomic_forces_ev_per_a": [[0.110, -0.270, 0.050], [0.701, -0.948, -2.370], [-0.308, 0.713, -2.276], [0.132, -0.109, 0.162], [0.645, -0.816, -0.642], [-0.420, 0.778, 0.684], [0.263, 0.001, 0.006], [-0.161, -0.187, 0.106], [0.051, 0.001, -0.006], [0.643, -1.611, 1.265], [-1.626, 2.726, 3.015], [0.005, -0.049, -0.023], [-0.035, -0.229, 0.028]]
}

(3)
{
  "formula": "C13H52O13",
  "method": "wB97M-V/def2-TZVPD",
  "homo_lumo_gap_ev": 9.59,
  "symbols": ["C", "O", "H", "H", "H", "H", "C", "O", "H", "H", "H", "H", "C", "O", "H", "H", "H", "H", "C", "O", "H", "H", "H", "H", "C", "O", "H", "H", "H", "H", "C", "O", "H", "H", "H", "H", "C", "O", "H", "H", "H", "H", "C", "O", "H", "H", "H", "H", "C", "O", "H", "H", "H", "H", "C", "O", "H", "H", "H", "H", "C", "O", "H", "H", "H", "H", "C", "O", "H", "H", "H", "H", "C", "O", "H", "H", "H", "H"],
  "positions_angstrom": [[0.56725, -0.18560, 0.18814], [0.37089, 0.16205, -1.17772], [1.58176, -0.04501, 0.56114], [-0.09921, 0.31329, 0.89173], [0.29118, -1.23152, 0.32214], [-0.31335, -0.39675, -1.55341], [2.08580, 1.37527, 4.74406], [1.92123, 0.38206, 3.69698], [1.23341, 1.22860, 5.40741], [2.98249, 1.07269, 5.28488], [2.17231, 2.38355, 4.33908], [2.71712, 0.29618, 3.16709], [-1.95795, 1.34856, 4.15658], [-1.05774, 1.09063, 3.09212], [-1.94962, 2.27833, 4.72542], [-2.98107, 1.31818, 3.78190], [-1.77828, 0.48881, 4.80206], [-0.26047, 0.73367, 3.49028], [-2.11059, 1.97428, -3.83926], [-2.84668, 3.15673, -3.56632], [-2.66709, 1.04080, -3.75546], [-1.73186, 1.92721, -4.86026], [-1.25295, 1.90516, -3.17008], [-2.55074, 3.48099, -2.71258], [-0.26224, -3.97724, -0.58458], [-1.49458, -3.34068, -0.19041], [0.61751, -3.35047, -0.43860], [-0.19457, -4.92137, -0.04411], [-0.22912, -4.33281, -1.61442], [-1.68649, -3.66867, 0.69117], [-2.83959, 3.62606, 1.84000], [-1.48432, 3.26930, 1.52357], [-2.74939, 4.12708, 2.80381], [-3.21696, 4.33866, 1.10658], [-3.45990, 2.74964, 2.02764], [-1.39584, 2.47725, 2.05875], [4.60970, 1.62337, 2.04473], [4.11312, 0.27909, 2.32215], [4.05907, 2.13580, 1.25586], [4.63806, 2.17245, 2.98590], [5.63347, 1.56178, 1.67569], [4.18402, -0.24683, 1.52215], [4.59965, -0.88857, -0.92456], [4.57876, -1.74501, 0.16479], [3.65513, -0.34732, -0.97949], [5.40043, -0.16219, -0.78588], [4.86937, -1.38217, -1.85822], [4.94446, -2.57298, -0.15509], [-1.90310, -2.73939, 3.07784], [-2.39447, -3.98452, 2.53313], [-2.68136, -2.19894, 3.61665], [-1.15037, -2.82995, 3.86097], [-1.65569, -2.10772, 2.22468], [-2.93426, -4.37536, 3.22411], [0.29488, -0.93930, -4.85277], [1.44463, -0.46420, -5.55113], [0.52716, -1.19332, -3.81856], [-0.58859, -0.30540, -4.92862], [0.06206, -1.89848, -5.31525], [2.04505, -1.21117, -5.49519], [-3.13351, 0.64198, 0.21199], [-4.02192, -0.15892, -0.58573], [-2.54755, -0.14119, 0.69303], [-2.48912, 1.20100, -0.46649], [-3.83674, 1.14027, 0.87929], [-4.70135, 0.46545, -0.85055], [3.01164, 1.52163, -2.92038], [1.89469, 2.02296, -2.28441], [2.79437, 0.52627, -3.30786], [3.33208, 2.15920, -3.74435], [3.92139, 1.45361, -2.32386], [1.40554, 1.30161, -1.88195], [-2.86804, -1.84295, -3.02199], [-1.69162, -1.48259, -2.28099], [-3.38010, -2.67931, -2.54618], [-3.71020, -1.16549, -3.16308], [-2.62745, -2.27281, -3.99433], [-1.67363, -1.96533, -1.45139]],
  "atomic_forces_ev_per_a": [[-0.792, -0.803, 0.466], [0.634, 0.272, 0.721], [0.122, 0.159, -0.522], [-0.058, 0.625, -0.280], [0.326, -0.318, 0.022], [-0.424, -0.053, -0.362], [0.399, -1.770, -0.903], [-1.743, 0.691, 1.070], [0.006, 0.450, 0.008], [0.108, 0.493, 0.316], [-0.159, 0.061, 0.156], [0.647, 0.106, -0.301], [-0.664, -1.405, 0.316], [-0.252, 0.784, -0.047], [1.014, 0.302, -0.231], [0.015, -0.363, -0.207], [-0.697, 0.274, 0.734], [0.717, 0.019, -0.335], [0.655, -0.444, 0.048], [-0.163, -0.261, -0.196], [-0.543, 0.124, 0.452], [0.023, 0.644, -0.137], [0.125, -0.115, -0.049], [-0.037, 0.037, -0.048], [-0.275, -0.812, 0.212], [0.946, -0.062, -0.859], [-0.070, 0.069, 0.283], [0.422, 0.138, 0.398], [-0.622, 0.598, -0.311], [-0.418, -0.038, 0.231], [1.276, 0.649, 0.775], [-1.201, 0.020, -0.488], [-0.597, 0.442, 0.170], [-0.201, -0.359, -0.041], [-0.252, 0.143, -0.547], [1.097, -0.445, -0.083], [0.403, -0.935, -0.148], [0.531, 1.283, -0.212], [-0.458, 0.017, 0.289], [-0.303, -0.031, -0.167], [0.176, -0.101, 0.127], [0.118, -0.376, -0.113], [0.481, 1.350, -0.752], [-0.038, -1.228, 0.595], [-0.019, -0.147, -0.319], [0.045, 0.393, 0.030], [-0.516, -0.116, -0.135], [-0.038, -0.172, 0.564], [-0.957, 0.294, 0.088], [0.484, 0.682, 0.595], [-0.533, -0.018, -0.222], [0.656, -0.392, -0.590], [0.553, -0.080, 0.271], [-0.064, -0.305, -0.178], [0.233, -1.233, -0.225], [-0.246, 0.401, 0.257], [-0.132, 0.488, 0.240], [0.474, 0.315, -0.038], [-0.620, -0.171, -0.016], [0.310, 0.197, -0.216], [-0.655, -1.817, -0.707], [-0.424, 0.097, -0.489], [0.282, 0.562, 0.566], [-0.039, 0.639, 0.547], [1.053, 0.634, 0.333], [-0.240, -0.283, -0.369], [0.635, -0.476, -0.776], [0.066, 1.192, 0.252], [0.201, -0.146, -0.311], [-0.439, 0.092, -0.237], [0.051, -0.028, 0.673], [-0.405, -0.301, 0.168], [-0.359, -1.644, 0.206], [-0.579, 0.668, -0.970], [0.191, -0.170, 0.459], [0.746, 1.031, 0.341], [0.535, 0.415, -0.190], [-0.527, -0.434, 0.349]]
}

(4)
{
  "formula": "C25H24Cl3FGeN3O6Tc",
  "method": "wB97M-V/def2-TZVPD",
  "total_charge": 2,
  "homo_lumo_gap_ev": [5.74, 5.51],
  "spin_multiplicity": 3,
  "s_squared": 2.144,
  "symbols": ["Tc", "C", "C", "C", "C", "C", "C", "C", "C", "C", "C", "C", "C", "N", "C", "C", "C", "C", "C", "C", "F", "H", "H", "H", "H", "H", "H", "H", "H", "H", "H", "H", "H", "H", "H", "H", "H", "H", "H", "H", "H", "H", "O", "C", "O", "C", "C", "C", "C", "C", "C", "N", "O", "O", "N", "O", "O", "H", "H", "H", "Cl", "Ge", "Cl", "Cl"],
  "positions_angstrom": [[-1.19584, 0.91312, -0.86791], [-2.62622, -1.32283, 0.15010], [-2.46238, -0.99853, 1.62779], [-3.31996, 0.16608, 2.12856], [-1.00919, -0.90437, 2.06456], [-0.51114, -1.89070, 2.86391], [0.78704, -1.81584, 3.41168], [1.60463, -0.73279, 3.16606], [1.18556, 0.32337, 2.37891], [2.21506, 1.36359, 2.00050], [3.44933, 0.70140, 1.36242], [2.64088, 2.18377, 3.22832], [-0.16815, 0.25050, 1.83239], [-0.59746, 1.23669, 1.00576], [-0.33710, 2.55835, 1.29188], [-0.35539, 3.09128, 2.58940], [-0.18763, 4.45174, 2.75808], [0.01525, 5.28239, 1.65795], [0.04021, 4.77684, 0.35262], [-0.15872, 3.44084, 0.21634], [-0.10914, 2.84728, -1.03446], [-3.66547, -1.33958, -0.17263], [-2.11210, -2.23699, -0.14411], [-2.17051, -0.55777, -0.53932], [-2.85031, -1.89187, 2.12480], [-3.01833, 1.12727, 1.71741], [-3.26318, 0.22459, 3.21599], [-4.36381, 0.00550, 1.86010], [-1.13652, -2.73778, 3.11425], [1.14478, -2.62764, 4.03261], [2.60982, -0.72383, 3.56317], [1.80196, 2.04553, 1.25904], [4.06330, 0.19807, 2.10912], [4.06493, 1.47410, 0.90276], [3.17097, -0.02385, 0.60122], [3.07235, 1.53840, 3.99385], [1.81018, 2.73031, 3.67444], [3.40564, 2.90024, 2.93059], [-0.55988, 2.43751, 3.42830], [-0.23131, 4.87646, 3.75122], [0.14577, 6.34582, 1.80749], [0.20548, 5.40739, -0.51051], [1.25784, -1.89954, -0.04475], [0.83496, -1.47084, -1.08362], [0.30914, -0.23052, -1.18484], [0.77211, -2.22330, -2.36680], [1.37517, -3.46004, -2.56810], [1.19751, -4.07228, -3.79698], [0.44732, -3.52821, -4.82744], [-0.13402, -2.29962, -4.57669], [0.03544, -1.65370, -3.38184], [-0.97072, -1.62179, -5.57749], [-1.14104, -2.14916, -6.63321], [-1.43939, -0.50750, -5.28460], [1.83481, -5.39632, -4.02164], [1.61798, -5.93036, -5.08286], [2.53097, -5.81907, -3.12700], [1.96393, -3.94120, -1.79930], [0.32831, -4.05298, -5.76551], [-0.41002, -0.69532, -3.23020], [-3.01383, 2.19661, -0.72455], [-2.20959, 0.95681, -3.43678], [-4.15404, 0.11592, -3.62808], [-2.05618, 2.58831, -4.76238]],
  "atomic_forces_ev_per_a": [[0.065, -0.234, -0.694], [0.176, 0.086, 0.278], [-0.015, -0.005, -0.043], [0.020, 0.004, 0.055], [-0.029, -0.130, -0.030], [0.026, 0.006, 0.062], [-0.136, -0.016, -0.051], [0.054, 0.073, -0.030], [-0.016, 0.018, 0.113], [0.109, -0.033, -0.018], [-0.039, -0.009, 0.057], [0.017, -0.005, 0.001], [0.038, 0.260, -0.144], [0.257, -0.085, 0.594], [-0.134, -0.005, -0.065], [-0.101, 0.074, -0.034], [-0.020, 0.014, -0.026], [-0.005, -0.026, 0.052], [0.029, 0.003, -0.060], [-0.018, 0.038, 0.002], [-0.046, -0.171, -0.003], [0.003, 0.033, -0.010], [-0.001, 0.002, -0.010], [-0.231, -0.090, -0.520], [0.031, -0.022, 0.006], [-0.006, -0.004, -0.007], [-0.006, -0.001, -0.004], [0.005, -0.001, -0.006], [0.028, -0.010, 0.004], [-0.006, -0.004, -0.005], [0.005, -0.015, 0.005], [0.090, -0.058, 0.049], [-0.008, -0.021, -0.005], [0.006, -0.003, 0.013], [-0.024, -0.029, -0.061], [0.012, 0.007, -0.001], [0.118, -0.058, 0.010], [0.005, 0.009, 0.009], [-0.044, 0.004, -0.023], [0.007, 0.018, -0.004], [-0.006, 0.000, -0.002], [-0.002, 0.008, 0.014], [0.082, 0.032, 0.025], [-0.244, 0.037, 0.099], [0.407, -0.082, 0.024], [0.086, 0.001, -0.016], [-0.046, 0.008, 0.042], [-0.025, -0.015, 0.021], [-0.054, -0.043, -0.041], [-0.022, -0.033, 0.029], [-0.008, 0.047, -0.049], [0.094, 0.107, -0.079], [-0.025, -0.023, 0.020], [-0.107, 0.021, 0.117], [0.149, 0.032, -0.063], [-0.035, 0.003, 0.046], [-0.075, -0.011, -0.001], [0.006, -0.014, -0.016], [0.003, -0.001, 0.002], [0.078, 0.057, -0.012], [-0.614, 0.439, 0.062], [0.044, -0.135, 0.347], [0.090, -0.009, -0.049], [0.006, -0.045, 0.029]]
}

Number 1: electronic energy -348.12978 hartree, F_max 0.0108 hartree/bohr. Number 2: electronic energy -286.53528 hartree, F_max 0.0851 hartree/bohr. Number 3: electronic energy -1504.33978 hartree, F_max 0.0420 hartree/bohr. Number 4: electronic energy -5220.18940 hartree, F_max 0.0147 hartree/bohr.